1.
This record from the OMol25 dataset describes the molecule C8H12O at a distorted geometry. The level of theory is ωB97M-V/def2-TZVPD.

```
21
Properties=species:S:1:pos:R:3:mulliken_charge:R:1
C 2.361 -1.014 0.425 -0.462
C 2.557 0.324 -0.412 -0.631
C 1.195 -0.400 -0.478 -0.411
C -0.198 0.267 -0.161 1.183
C -0.008 1.464 0.570 -0.842
C -1.172 -0.717 0.053 -0.322
C -2.435 -0.639 -0.821 -0.402
C -2.409 0.263 0.453 -0.820
H 2.453 -0.960 1.616 0.216
H 2.625 -2.156 0.094 0.212
H 2.852 1.301 0.052 0.278
H 3.098 0.079 -1.412 0.201
H 1.011 -0.941 -1.471 0.377
H -0.796 1.836 1.126 0.335
H 1.013 1.686 1.204 0.129
H -1.200 -1.335 0.867 0.387
H -2.404 -0.205 -1.878 0.250
H -3.312 -1.511 -0.648 0.205
H -3.096 -0.252 1.247 0.200
H -2.293 1.305 0.461 0.407
O 0.156 1.605 -0.886 -0.489
```

## Properties
* orbital gap: 10.207 eV
* LUMO energy: 1.0 eV
* E_tot: -386.9740 Eh


2.
This record from the OMol25 dataset describes C18H27N2PtS as an isolated structure at a distorted geometry. The level of theory is ωB97M-V/def2-TZVPD.

```
49
Properties=species:S:1:pos:R:3:lowdin_spin:R:1
C -2.540 -3.298 -0.342 0.590
C -1.639 -4.107 0.492 0.085
C -3.899 -3.084 0.196 0.079
C -2.460 -3.551 -1.791 0.081
H -4.421 -4.057 0.145 0.031
H -4.490 -2.380 -0.399 0.005
H -3.897 -2.780 1.247 0.005
H -2.053 -5.138 0.487 0.035
H -1.608 -3.785 1.538 0.006
H -0.627 -4.177 0.078 0.004
H -2.958 -4.526 -1.974 0.033
H -1.430 -3.649 -2.147 0.004
H -3.001 -2.815 -2.391 0.006
C -0.421 1.247 2.034 0.133
C -1.780 0.793 1.852 0.214
C -1.773 -0.635 1.752 0.174
H -2.669 1.412 1.856 0.007
C -0.419 -1.097 1.895 0.075
C 0.434 0.056 2.078 0.110
H 1.504 0.036 2.238 0.004
H -0.069 2.272 2.100 0.006
H -2.641 -1.291 1.695 0.010
H -0.095 -2.138 1.901 0.004
C -0.657 0.614 -2.647 0.333
C -0.966 1.549 -1.556 0.066
C -2.194 1.031 -0.911 0.131
H -0.584 2.559 -1.422 0.000
C -2.483 -0.241 -1.517 0.310
C -1.564 -0.460 -2.573 0.151
H -1.623 -1.282 -3.278 0.000
H 0.055 0.788 -3.450 0.013
H -2.895 1.614 -0.317 0.002
H -3.348 -0.862 -1.284 0.014
Pt -0.394 0.250 0.088 1.064
S 1.760 0.694 -1.012 0.172
C 2.815 1.887 -0.319 0.027
N 3.958 2.115 -0.996 0.010
C 5.037 3.001 -0.561 0.003
C 5.034 3.103 0.958 0.000
C 3.641 3.374 1.496 0.000
N 2.630 2.540 0.829 0.000
H 4.018 1.656 -1.897 0.003
H 4.899 3.991 -1.005 0.000
H 5.979 2.572 -0.938 0.000
H 5.703 3.925 1.256 0.000
H 5.440 2.185 1.389 0.000
H 3.396 4.429 1.332 0.000
H 3.592 3.172 2.571 0.000
H 1.702 2.485 1.222 -0.001
```

## Properties
* spin multiplicity: 5
* <S²>: 6.02
* orbital gap (alpha / beta): 7.091 / 6.828 eV
* total charge: +1
* LUMO energy (alpha / beta): -2.2 / -4.3 eV
* E_tot: -1328.6707 Eh


3.
This record from the OMol25 dataset describes C31H57N2O2P2PbS as an isolated structure at a distorted geometry. The level of theory is ωB97M-V/def2-TZVPD.

```
96
Properties=species:S:1:pos:R:3:mulliken_charge:R:1
C 1.382 -0.176 -2.351 -0.292
C -0.533 -1.478 -1.977 0.188
C 1.677 -0.871 -3.523 -0.974
C -0.379 -2.065 -3.267 -1.232
C 0.738 -1.773 -4.027 -0.769
H 2.612 -0.648 -4.031 0.495
H -1.147 -2.769 -3.589 0.480
H 0.893 -2.237 -5.000 0.406
N 0.279 -0.414 -1.634 1.172
P 1.675 2.214 -0.841 0.063
P -1.780 -1.780 0.631 -0.120
C 2.404 0.836 -1.824 -0.833
H 3.127 0.284 -1.199 0.657
H 2.982 1.239 -2.669 0.315
C -1.534 1.904 3.074 0.208
O -1.901 2.183 4.119 -0.220
C -1.500 -2.009 -1.086 -0.894
H -2.172 -2.735 -1.560 0.479
C -1.242 -3.530 1.283 2.002
C -3.703 -1.582 0.804 2.544
C 2.957 2.784 0.467 2.432
C 1.300 3.438 -2.235 2.158
C -0.853 -3.283 2.748 -1.383
H -1.686 -2.871 3.335 0.252
H -0.544 -4.228 3.216 0.562
H -0.016 -2.574 2.803 -0.083
C -2.314 -4.619 1.164 -1.996
H -3.214 -4.421 1.755 0.375
H -2.585 -4.796 0.113 0.367
H -1.876 -5.557 1.543 0.531
C -0.036 -4.005 0.471 -1.600
H 0.318 -4.969 0.866 0.603
H -0.286 -4.148 -0.585 0.364
H 0.783 -3.283 0.527 -0.003
C -4.051 -1.762 2.294 -1.791
H -3.525 -1.022 2.915 0.270
H -5.131 -1.603 2.425 0.496
H -3.818 -2.763 2.676 0.307
C -4.075 -0.156 0.368 -2.160
H -3.622 0.617 1.003 -0.054
H -3.791 0.043 -0.672 0.187
H -5.166 -0.036 0.440 0.651
C -4.485 -2.547 -0.092 -1.888
H -4.304 -3.603 0.129 0.282
H -5.556 -2.361 0.075 0.571
H -4.278 -2.367 -1.152 0.319
C 0.540 4.624 -1.615 -1.461
H 0.319 5.348 -2.411 0.483
H -0.416 4.302 -1.178 0.082
H 1.122 5.141 -0.842 0.214
C 0.390 2.744 -3.265 -1.667
H 0.926 1.970 -3.827 0.272
H -0.503 2.305 -2.798 0.015
H 0.047 3.499 -3.986 0.649
C 2.570 3.915 -2.957 -1.653
H 2.253 4.461 -3.859 0.526
H 3.163 4.607 -2.353 0.384
H 3.208 3.085 -3.286 0.197
C 4.020 1.693 0.649 -1.754
H 4.652 1.584 -0.243 0.379
H 4.677 1.978 1.486 0.652
H 3.564 0.724 0.895 -0.237
C 2.205 2.975 1.801 -1.678
H 1.748 2.038 2.157 0.165
H 2.926 3.302 2.566 0.580
H 1.422 3.744 1.727 0.315
C 3.654 4.094 0.082 -1.948
H 4.249 3.984 -0.833 0.394
H 2.954 4.936 -0.018 0.311
H 4.357 4.351 0.892 0.522
Pb -0.568 0.974 0.340 1.591
N 1.166 -0.635 1.183 0.485
C 1.818 -1.522 1.577 -0.926
C 2.884 -2.266 2.354 2.443
C 2.909 -3.731 1.939 -1.749
C 4.241 -1.640 2.047 -1.802
C 2.579 -2.123 3.846 -1.604
H 1.973 -4.233 2.211 0.268
H 3.062 -3.816 0.859 0.408
H 3.730 -4.261 2.439 0.495
H 4.280 -0.613 2.433 0.367
H 5.057 -2.202 2.519 0.486
H 4.419 -1.625 0.965 0.380
H 3.367 -2.587 4.456 0.429
H 2.521 -1.063 4.118 0.330
H 1.627 -2.602 4.106 0.409
C -4.197 3.527 -0.212 -0.808
S -3.238 3.179 -1.697 0.457
C -4.426 2.212 -2.640 -0.966
O -2.165 2.174 -1.255 -0.648
H -5.125 2.948 -0.218 0.312
H -4.436 4.596 -0.244 0.411
H -3.590 3.298 0.671 0.073
H -4.633 2.776 -3.558 0.400
H -3.972 1.244 -2.881 0.253
H -5.357 2.090 -2.075 0.320
```

## Properties
* orbital gap: 6.103 eV
* total charge: +1
* LUMO energy: -2.2 eV
* E_tot: -2748.8956 Eh


4.
This record from the OMol25 dataset describes C12H12BNiO3 as an isolated structure. The level of theory is ωB97M-V/def2-TZVPD.

```
29
Properties=species:S:1:pos:R:3:mulliken_charge:R:1
Ni -1.094 1.415 0.521 -0.049
C -1.863 3.532 0.807 -0.557
C -0.582 3.445 1.405 -0.364
C 0.347 3.165 0.387 -0.541
C -0.362 3.078 -0.845 -0.464
C -1.725 3.306 -0.582 -0.417
H -2.784 3.761 1.320 0.415
H -0.345 3.642 2.439 0.417
H 1.416 3.094 0.509 0.416
H 0.077 2.942 -1.821 0.463
H -2.507 3.376 -1.323 0.414
O -0.352 -1.369 -0.582 -0.331
B 0.066 -0.120 -0.037 0.358
O 1.492 -0.172 0.040 -0.429
C 1.884 -1.388 -0.427 0.723
C 3.152 -1.908 -0.540 -0.884
C 3.271 -3.203 -1.054 -0.444
C 2.149 -3.931 -1.431 -0.458
C 0.864 -3.391 -1.310 -0.875
C 0.762 -2.115 -0.805 0.671
H 4.019 -1.335 -0.238 0.426
H 4.253 -3.648 -1.155 0.347
H 2.272 -4.933 -1.822 0.347
H -0.017 -3.950 -1.595 0.428
C -2.878 -0.682 1.629 -0.741
O -2.514 0.622 1.385 -0.515
H -2.554 -1.038 2.625 0.221
H -2.472 -1.402 0.898 0.186
H -3.975 -0.793 1.602 0.240
```

## Properties
* orbital gap (alpha / beta): 6.602 / 6.573 eV
* total charge: -1
* LUMO energy (alpha / beta): 3.2 / 3.2 eV
* E_tot: -2223.4241 Eh